1.
Computed, not measured: a cluster of 9 separate species, C27H72O9 in total, with ωB97M-V/def2-TZVPD.

The geometry in XYZ format:
```
108
Properties=species:S:1:pos:R:3
C 38.79 8.12 -38.85
C 37.54 8.02 -39.77
C 37.23 9.38 -40.41
O 37.86 7.26 -40.95
H 38.87 7.13 -38.41
H 38.77 8.91 -38.10
H 39.68 8.34 -39.45
H 36.72 7.59 -39.19
H 37.04 10.17 -39.68
H 36.25 9.47 -40.86
H 37.92 9.81 -41.14
H 38.64 7.58 -41.41
C 31.91 5.00 -42.04
C 32.04 5.57 -40.57
C 33.56 5.71 -40.39
O 31.19 6.73 -40.49
H 32.19 5.72 -42.81
H 30.89 4.71 -42.32
H 32.50 4.12 -42.30
H 31.59 4.80 -39.94
H 34.01 6.49 -41.02
H 34.09 4.79 -40.65
H 33.85 6.17 -39.45
H 31.43 7.24 -41.27
C 33.15 15.94 -37.36
C 33.05 15.57 -38.80
C 33.78 14.26 -39.19
O 31.74 15.40 -39.15
H 34.18 16.07 -37.03
H 32.61 15.26 -36.70
H 32.70 16.93 -37.27
H 33.59 16.25 -39.46
H 33.81 14.07 -40.26
H 33.38 13.32 -38.82
H 34.83 14.38 -38.91
H 31.51 15.44 -40.09
C 34.18 8.55 -37.55
C 33.00 9.42 -37.08
C 33.15 9.75 -35.59
O 32.92 10.62 -37.80
H 34.22 7.71 -36.86
H 35.12 9.07 -37.37
H 34.08 8.19 -38.58
H 32.11 8.79 -37.06
H 34.09 10.19 -35.27
H 33.06 8.93 -34.87
H 32.34 10.38 -35.24
H 32.25 11.21 -37.44
C 30.12 12.02 -37.21
C 30.26 12.80 -35.94
C 29.15 13.80 -35.76
O 30.15 11.90 -34.83
H 30.47 11.00 -37.05
H 30.75 12.49 -37.96
H 29.10 11.96 -37.59
H 31.24 13.27 -35.97
H 29.22 14.58 -36.52
H 29.11 14.24 -34.76
H 28.21 13.27 -35.90
H 29.27 11.50 -34.84
C 32.08 14.83 -32.53
C 32.71 13.46 -32.36
C 31.86 12.57 -31.43
O 32.69 12.73 -33.61
H 32.60 15.34 -33.34
H 32.30 15.44 -31.65
H 31.02 14.76 -32.74
H 33.68 13.47 -31.87
H 30.89 12.39 -31.89
H 31.68 13.11 -30.51
H 32.35 11.61 -31.24
H 31.79 12.48 -33.81
C 34.89 13.29 -35.87
C 36.07 12.80 -35.03
C 37.17 13.80 -34.99
O 35.61 12.40 -33.75
H 35.21 13.49 -36.89
H 34.46 14.17 -35.41
H 34.09 12.54 -35.90
H 36.38 11.88 -35.52
H 38.06 13.48 -34.46
H 36.85 14.67 -34.42
H 37.38 14.00 -36.04
H 34.67 12.58 -33.72
C 35.82 6.27 -32.96
C 34.47 5.56 -33.04
C 33.98 4.91 -31.74
O 33.50 6.39 -33.48
H 35.71 7.00 -32.16
H 36.00 6.88 -33.85
H 36.73 5.70 -32.77
H 34.72 4.85 -33.83
H 34.71 4.25 -31.27
H 33.17 4.20 -31.89
H 33.81 5.76 -31.09
H 33.47 7.20 -32.98
C 32.59 4.97 -36.48
C 31.57 4.17 -35.63
C 32.13 2.97 -34.91
O 31.06 4.99 -34.66
H 32.16 5.66 -37.20
H 33.10 4.26 -37.12
H 33.25 5.45 -35.77
H 30.74 3.89 -36.29
H 32.41 2.24 -35.67
H 31.34 2.56 -34.28
H 33.02 3.22 -34.33
H 31.73 5.60 -34.33
```

energy above the lowest of the compared OMol25 structures with the same formula, charge and spin = 87.5 kcal/mol
SMILES string = CC(C)O.CC(C)O.CC(C)O.CC(C)O.CC(C)O.CC(C)O.CC(C)O.CC(C)O.CC(C)O
max |F| = 3.930 eV Å⁻¹
LUMO level = 0.523 eV
orbital gap = 10.043 eV
net charge = 0
HOMO = -9.52 eV
molecular weight = 540.86 g mol⁻¹
E = -1748.94875 Eh

=====

2.
Computed, not measured: a cluster of 8 separate species, C27H73N3O8 in total, with ωB97M-V/def2-TZVPD.

The geometry in XYZ format:
```
111
Properties=species:S:1:pos:R:3
C -3.52 5.35 -0.35
C -4.41 4.76 0.77
C -4.38 3.17 0.69
O -3.90 5.16 2.05
H -3.62 6.43 -0.44
H -3.89 4.93 -1.28
H -2.47 5.09 -0.22
H -5.41 5.19 0.69
H -3.41 2.67 0.65
H -4.91 2.83 -0.21
H -4.91 2.83 1.58
H -4.46 4.70 2.67
C 5.23 1.38 0.36
C 4.73 2.01 -0.90
C 3.17 2.25 -0.92
O 5.46 3.14 -1.32
H 6.24 0.97 0.28
H 4.55 0.55 0.57
H 5.20 2.13 1.15
H 4.96 1.22 -1.61
H 2.97 2.72 -1.88
H 2.81 3.01 -0.23
H 2.45 1.44 -0.77
H 5.00 3.47 -2.09
C 1.51 -3.62 -3.78
C 0.02 -3.31 -3.83
C -0.32 -2.18 -4.80
O -0.74 -4.38 -4.32
H 1.83 -4.16 -4.67
H 1.70 -4.27 -2.92
H 2.15 -2.75 -3.73
H -0.36 -3.03 -2.85
H 0.08 -2.46 -5.77
H 0.15 -1.25 -4.48
H -1.41 -2.12 -4.77
H -1.13 -4.87 -3.60
C -0.70 2.60 -0.74
C -1.08 1.14 -0.43
C -1.07 0.34 -1.75
O -0.04 0.55 0.37
H 0.21 2.54 -1.33
H -0.70 3.24 0.15
H -1.42 3.09 -1.40
H -1.98 1.20 0.18
H -0.14 0.26 -2.31
H -1.83 0.67 -2.45
H -1.31 -0.65 -1.36
H 0.30 1.23 0.96
C -4.36 0.00 -1.55
C -5.33 0.27 -2.70
C -4.66 -0.28 -3.97
O -6.41 -0.63 -2.57
H -3.69 0.84 -1.36
H -3.78 -0.92 -1.56
H -4.88 -0.04 -0.60
H -5.61 1.32 -2.86
H -5.22 -0.35 -4.90
H -4.35 -1.32 -3.84
H -3.76 0.30 -4.20
H -6.67 -0.58 -1.65
C 0.98 -3.98 2.33
C -0.37 -3.63 2.89
C -0.99 -2.37 2.16
O -2.29 -2.22 2.80
C -3.07 -1.22 2.24
N -1.27 -4.78 2.84
H 0.90 -3.92 1.24
H 1.26 -5.00 2.59
H 1.71 -3.28 2.72
H -0.28 -3.39 3.95
H -1.10 -2.54 1.09
H -0.36 -1.49 2.32
H -3.16 -1.37 1.16
H -2.63 -0.24 2.40
H -4.02 -1.13 2.77
H -1.15 -5.38 3.64
H -2.24 -4.50 2.97
C -1.43 2.33 3.68
C -0.09 3.10 4.00
C 0.56 3.54 2.66
O 1.17 2.44 1.99
C 2.33 1.90 2.63
N -0.50 4.36 4.62
H -1.27 1.42 3.12
H -2.23 2.98 3.31
H -1.83 1.92 4.61
H 0.65 2.57 4.61
H 1.32 4.29 2.86
H -0.15 4.03 2.00
H 2.90 1.29 1.93
H 1.95 1.31 3.47
H 2.99 2.72 2.93
H -0.90 4.99 3.95
H 0.25 4.86 5.08
C 5.16 -4.82 0.57
C 5.27 -3.96 -0.75
C 4.00 -3.20 -1.16
O 3.53 -2.34 -0.11
C 2.49 -1.49 -0.51
N 6.31 -2.96 -0.39
H 4.76 -4.26 1.42
H 6.10 -5.28 0.86
H 4.42 -5.62 0.54
H 5.63 -4.53 -1.60
H 3.21 -3.90 -1.45
H 4.04 -2.58 -2.06
H 2.67 -1.07 -1.49
H 2.39 -0.71 0.25
H 1.56 -2.06 -0.47
H 5.77 -2.25 0.08
H 6.60 -2.41 -1.18
```

energy above the lowest of the compared OMol25 structures with the same formula, charge and spin = 47.6 kcal/mol
SMILES string = COC[C@H](C)N.COC[C@H](C)N.COC[C@H](C)N.CC(C)O.CC(C)O.CC(C)O.CC(C)O.CC(C)O
max |F| = 3.191 eV Å⁻¹
LUMO level = 0.455 eV
orbital gap = 9.489 eV
net charge = 0
HOMO = -9.03 eV
molecular weight = 567.89 g mol⁻¹
E = -1838.54587 Eh